Record 1
{
  "formula": "C30H45F19N4O3PS2",
  "method": "ωB97M-V/def2-TZVPD",
  "molar_mass_g_mol": 965.78,
  "total_charge": 1,
  "lumo_ev": -4.70,
  "e_tot_ev": -126519.4439,
  "species": ["C", "C", "C", "C", "C", "C", "C", "C", "C", "C", "C", "C", "N", "C", "N", "C", "C", "C", "F", "P", "S", "N", "C", "C", "N", "C", "C", "C", "C", "F", "F", "C", "F", "F", "C", "F", "F", "C", "F", "F", "C", "F", "F", "C", "F", "F", "C", "F", "F", "C", "F", "F", "F", "O", "C", "S", "O", "O", "F", "H", "H", "H", "H", "H", "H", "H", "H", "H", "H", "H", "H", "H", "H", "H", "H", "H", "H", "H", "H", "H", "H", "H", "H", "H", "H", "H", "H", "H", "H", "H", "H", "H", "H", "H", "H", "H", "H", "H", "H", "H", "H", "H", "H", "H"],
  "coordinates": [[2.162, -1.607, 4.011], [1.398, -2.118, 5.326], [1.771, -1.070, 6.512], [0.759, 0.184, 6.304], [-0.600, -0.201, 7.105], [-1.934, 0.071, 6.257], [-2.804, -1.274, 5.996], [-2.836, -1.673, 4.451], [-3.142, -3.224, 4.182], [-3.607, -3.505, 2.654], [-2.329, -3.219, 1.743], [-2.667, -3.156, 0.154], [-1.767, -2.085, -0.427], [-2.465, -1.236, -1.383], [-3.349, -0.324, -0.969], [-3.708, -0.093, 0.464], [-2.578, 0.638, 1.330], [-2.765, 2.222, 1.092], [-1.962, 3.001, 1.964], [-4.145, 0.736, -2.188], [-5.910, 0.129, -2.709], [-2.220, -1.283, -2.821], [-3.108, -2.265, -3.532], [-3.171, -1.794, -5.081], [-4.567, -1.685, -5.581], [-0.777, -1.436, -3.157], [-0.224, 0.057, -3.463], [1.200, -0.108, -4.168], [1.786, 1.285, -4.745], [0.789, 2.273, -4.626], [2.000, 1.072, -6.116], [3.114, 1.593, -3.912], [4.000, 0.533, -4.171], [2.709, 1.643, -2.552], [3.832, 2.981, -4.329], [2.952, 3.995, -3.939], [3.977, 3.075, -5.733], [5.300, 3.093, -3.712], [5.464, 2.333, -2.527], [6.163, 2.472, -4.653], [5.853, 4.588, -3.545], [7.235, 4.530, -3.788], [5.330, 5.394, -4.588], [5.462, 5.295, -2.168], [4.332, 4.734, -1.540], [5.076, 6.619, -2.501], [6.639, 5.442, -1.103], [7.713, 6.233, -1.564], [6.090, 6.187, -0.026], [7.163, 4.083, -0.458], [7.944, 3.302, -1.296], [6.161, 3.300, 0.118], [8.004, 4.461, 0.614], [-0.005, -1.882, -2.010], [-0.756, -2.833, -1.252], [0.458, -3.804, -0.235], [0.858, -2.966, 0.924], [-0.058, -5.164, 0.148], [1.757, -4.088, -1.252], [1.420, -1.048, 3.336], [2.961, -0.863, 4.324], [2.630, -2.495, 3.456], [1.748, -3.154, 5.642], [0.258, -2.125, 5.186], [2.864, -0.757, 6.480], [1.610, -1.573, 7.524], [0.575, 0.378, 5.202], [1.275, 1.097, 6.773], [-0.517, -1.278, 7.483], [-0.601, 0.480, 8.029], [-1.596, 0.560, 5.277], [-2.550, 0.829, 6.859], [-2.375, -2.078, 6.671], [-3.876, -1.002, 6.289], [-3.569, -1.012, 3.886], [-1.795, -1.427, 4.027], [-2.126, -3.758, 4.270], [-3.825, -3.704, 4.947], [-4.540, -2.922, 2.367], [-3.818, -4.633, 2.610], [-1.806, -2.229, 1.993], [-1.566, -4.035, 1.940], [-3.779, -2.963, -0.022], [-2.450, -4.199, -0.245], [-4.087, -1.067, 0.934], [-4.623, 0.603, 0.466], [-2.779, 0.352, 2.423], [-1.548, 0.287, 0.985], [-3.869, 2.502, 1.212], [-2.505, 2.400, -0.011], [-3.304, 1.004, -3.309], [-4.312, 1.996, -1.494], [-2.787, -3.350, -3.446], [-4.157, -2.132, -3.114], [-2.547, -2.469, -5.762], [-2.684, -0.752, -5.167], [-5.039, -0.853, -5.179], [-4.527, -1.474, -6.593], [-0.583, -2.052, -4.090], [-0.063, 0.543, -2.434], [-0.986, 0.631, -4.086], [1.901, -0.559, -3.382], [1.092, -0.890, -4.981], [-1.255, -3.586, -1.964]]
}

---

Record 2
{
  "formula": "C30H45Hg2NO30PS4",
  "method": "ωB97M-V/def2-TZVPD",
  "e_above_lowest_kcal_mol": 73.1,
  "molar_mass_g_mol": 1460.09,
  "total_charge": 1,
  "lumo_ev": -7.62,
  "e_tot_ev": -155718.7097,
  "species": ["Hg", "Hg", "P", "O", "O", "O", "O", "C", "C", "O", "S", "O", "O", "O", "H", "H", "H", "H", "C", "C", "O", "S", "O", "O", "O", "H", "H", "H", "H", "C", "C", "O", "S", "O", "O", "O", "H", "H", "H", "H", "C", "C", "O", "S", "O", "O", "O", "H", "H", "H", "H", "C", "C", "C", "C", "C", "C", "N", "O", "O", "H", "H", "H", "H", "H", "O", "C", "O", "C", "C", "C", "H", "H", "H", "H", "H", "H", "O", "C", "O", "C", "C", "C", "H", "H", "H", "H", "H", "H", "O", "C", "O", "C", "C", "C", "H", "H", "H", "H", "H", "H", "O", "C", "O", "C", "C", "C", "H", "H", "H", "H", "H", "H"],
  "coordinates": [[-16.247, 28.478, -20.412], [-14.616, 24.827, -18.864], [-14.742, 27.498, -18.594], [-15.864, 26.543, -19.187], [-14.050, 26.550, -17.602], [-15.625, 28.709, -18.209], [-14.151, 27.791, -20.017], [-18.204, 27.036, -16.988], [-19.186, 27.898, -16.187], [-19.893, 26.958, -15.399], [-20.280, 25.713, -16.365], [-21.322, 26.110, -17.247], [-20.301, 24.525, -15.578], [-18.836, 25.792, -17.180], [-17.243, 26.985, -16.472], [-18.000, 27.452, -17.976], [-19.795, 28.603, -16.763], [-18.673, 28.646, -15.576], [-15.253, 31.786, -19.303], [-13.904, 31.345, -18.719], [-13.108, 32.518, -18.663], [-13.828, 33.797, -19.354], [-13.578, 33.825, -20.763], [-13.702, 34.944, -18.513], [-15.294, 33.194, -19.161], [-16.098, 31.344, -18.786], [-15.282, 31.578, -20.381], [-13.427, 30.533, -19.271], [-14.028, 30.957, -17.707], [-12.984, 30.508, -22.426], [-12.458, 30.302, -23.875], [-11.125, 30.789, -23.807], [-11.067, 32.047, -22.802], [-11.682, 33.203, -23.389], [-9.765, 32.173, -22.237], [-12.040, 31.273, -21.731], [-13.118, 29.543, -21.914], [-14.006, 30.872, -22.261], [-13.047, 30.850, -24.609], [-12.436, 29.243, -24.117], [-14.071, 27.570, -13.943], [-14.246, 28.580, -15.107], [-14.245, 29.890, -14.565], [-14.624, 29.773, -12.968], [-16.074, 29.732, -12.986], [-13.926, 30.746, -12.186], [-13.837, 28.352, -12.809], [-13.349, 26.795, -14.199], [-14.971, 26.945, -13.864], [-15.121, 28.397, -15.726], [-13.314, 28.491, -15.669], [-16.018, 32.411, -15.590], [-16.779, 33.543, -15.260], [-18.037, 33.656, -15.789], [-18.589, 32.552, -16.476], [-17.859, 31.414, -16.755], [-16.560, 31.344, -16.241], [-20.010, 32.569, -16.847], [-20.571, 33.649, -16.892], [-20.543, 31.508, -17.112], [-14.979, 32.297, -15.302], [-16.363, 34.308, -14.620], [-18.624, 34.518, -15.507], [-18.293, 30.589, -17.302], [-16.122, 30.360, -16.342], [-19.973, 25.756, -21.737], [-19.502, 24.736, -21.338], [-20.094, 23.569, -21.654], [-19.364, 22.422, -21.275], [-17.997, 22.996, -20.843], [-18.217, 24.447, -20.565], [-19.029, 21.780, -22.089], [-19.856, 21.838, -20.501], [-17.304, 22.901, -21.685], [-17.560, 22.316, -20.106], [-17.382, 25.068, -20.881], [-18.431, 24.658, -19.512], [-12.370, 24.696, -19.882], [-11.539, 25.583, -19.817], [-10.494, 25.391, -18.989], [-9.628, 26.512, -18.994], [-9.787, 27.104, -20.394], [-11.260, 26.856, -20.668], [-8.570, 26.252, -18.936], [-9.794, 27.203, -18.166], [-9.115, 26.641, -21.113], [-9.644, 28.184, -20.407], [-11.444, 26.679, -21.726], [-11.849, 27.679, -20.277], [-14.970, 24.887, -21.429], [-14.504, 25.346, -22.428], [-13.446, 24.794, -23.049], [-13.017, 25.536, -24.168], [-14.214, 26.405, -24.510], [-14.905, 26.630, -23.181], [-12.668, 24.914, -24.994], [-12.106, 26.143, -24.067], [-14.876, 25.828, -25.160], [-14.026, 27.309, -25.089], [-15.996, 26.657, -23.241], [-14.643, 27.541, -22.636], [-13.413, 23.313, -17.399], [-12.734, 23.400, -16.407], [-12.702, 22.348, -15.551], [-11.873, 22.632, -14.402], [-11.743, 24.151, -14.413], [-11.865, 24.512, -15.897], [-10.942, 22.100, -14.575], [-12.340, 22.414, -13.445], [-10.846, 24.603, -13.989], [-12.544, 24.714, -13.930], [-10.862, 24.495, -16.330], [-12.297, 25.479, -16.151]]
}

---

Record 3
{
  "formula": "C30H45N5O8Zr",
  "method": "ωB97M-V/def2-TZVPD",
  "e_above_lowest_kcal_mol": 0.0,
  "molar_mass_g_mol": 694.94,
  "total_charge": 2,
  "lumo_ev": -8.34,
  "e_tot_ev": -56938.5308,
  "species": ["Zr", "C", "C", "C", "O", "H", "H", "H", "H", "H", "H", "H", "C", "C", "O", "O", "H", "H", "H", "C", "C", "C", "C", "C", "C", "C", "O", "C", "C", "C", "C", "C", "C", "C", "O", "H", "H", "H", "H", "H", "H", "H", "H", "C", "O", "N", "N", "H", "H", "H", "H", "C", "O", "N", "N", "H", "H", "H", "H", "C", "C", "C", "C", "C", "C", "N", "O", "C", "C", "C", "H", "H", "H", "H", "H", "H", "H", "H", "H", "H", "H", "H", "H", "H", "H", "H", "H", "H", "H"],
  "coordinates": [[3.504, 3.777, 0.652], [-0.240, 2.893, -0.138], [0.585, 1.997, 0.795], [0.510, 0.570, 0.225], [1.921, 2.371, 0.912], [-1.256, 2.515, -0.257], [0.172, 2.883, -1.152], [-0.300, 3.921, 0.218], [0.152, 2.031, 1.803], [0.891, -0.238, 0.850], [1.063, 0.551, -0.719], [-0.525, 0.319, -0.012], [1.869, 5.748, -2.741], [2.416, 5.033, -1.552], [1.990, 5.124, -0.357], [3.527, 4.392, -1.564], [2.614, 5.637, -3.525], [1.661, 6.790, -2.521], [0.960, 5.199, -2.997], [-3.779, 1.150, -1.470], [-3.324, -0.171, -1.461], [-3.044, -0.865, -0.307], [-3.413, -0.267, 0.896], [-3.826, 1.076, 0.952], [-4.149, 1.719, -0.257], [-4.033, 1.829, 2.207], [-4.574, 2.912, 2.232], [-3.477, 1.185, 3.425], [-3.393, 1.876, 4.648], [-2.783, 1.255, 5.728], [-2.100, 0.062, 5.604], [-2.256, -0.669, 4.425], [-3.030, -0.154, 3.395], [-3.158, -0.984, 2.179], [-3.009, -2.186, 2.209], [-3.833, 1.684, -2.408], [-3.003, -0.543, -2.429], [-2.418, -1.746, -0.318], [-4.605, 2.699, -0.205], [-3.707, 2.904, 4.753], [-2.572, 1.817, 6.633], [-1.604, -0.423, 6.433], [-1.792, -1.645, 4.398], [1.435, 4.933, 3.265], [2.193, 4.789, 2.261], [0.283, 5.599, 3.180], [1.733, 4.368, 4.453], [0.110, 6.105, 2.326], [-0.315, 5.626, 3.984], [2.556, 3.822, 4.616], [1.075, 4.487, 5.201], [4.451, 1.057, -1.104], [4.130, 2.075, -0.436], [3.668, 0.587, -2.089], [5.597, 0.387, -0.890], [2.879, 1.135, -2.390], [4.002, -0.139, -2.697], [5.923, -0.376, -1.453], [6.185, 0.763, -0.166], [1.893, -5.404, -0.284], [0.936, -4.387, -0.898], [1.852, -3.228, -1.296], [1.256, -2.284, -2.335], [0.633, -3.045, -3.489], [-0.409, -4.064, -3.003], [0.142, -4.970, -2.012], [-0.697, -6.008, -1.636], [-1.692, -3.320, -2.570], [-0.631, -4.879, -4.316], [-0.035, -3.864, 0.210], [1.335, -6.181, 0.253], [2.496, -5.035, 0.552], [2.588, -5.853, -0.992], [2.186, -2.664, -0.417], [2.839, -3.560, -1.636], [2.099, -1.694, -2.736], [0.686, -1.459, -1.893], [1.438, -3.440, -4.111], [0.273, -2.272, -4.178], [-2.227, -2.939, -3.436], [-2.332, -3.982, -1.984], [-1.439, -2.530, -1.861], [0.363, -5.185, -4.647], [-1.101, -5.837, -4.081], [-1.067, -4.376, -5.176], [-0.817, -4.534, 0.572], [-0.316, -2.833, 0.009], [0.534, -3.818, 1.151], [-1.323, -5.604, -1.006]]
}